[1]
Below is a molecular structure, C59H85N3O2SbSe4W at a distorted geometry, with properties calculated with ωB97M-V with the def2-TZVPD basis set.

Results
* net charge: -1
* HOMO level: -4.86 eV

Atoms and positions in Å:
W  0.16  -0.30  -0.26
C  -2.77  -2.41  1.13
N  -2.77  -1.47  0.02
C  -3.15  -2.15  -1.22
C  -3.74  -0.42  0.30
C  -3.56  0.84  -0.54
N  -2.20  1.41  -0.51
C  -2.05  2.33  0.61
C  -2.29  1.69  1.93
C  -3.35  2.21  2.65
C  -3.73  1.73  3.89
C  -2.92  0.75  4.40
C  -1.80  0.20  3.75
C  -1.51  0.61  2.42
O  -0.59  -0.03  1.61
C  -1.02  -0.73  4.69
C  -1.86  -1.96  5.07
C  -0.62  0.04  5.96
C  0.26  -1.21  4.06
C  -4.95  2.29  4.60
C  -6.18  2.13  3.70
C  -4.73  3.78  4.90
C  -5.23  1.57  5.92
C  -2.02  2.19  -1.73
C  -0.65  2.75  -2.02
C  -0.52  3.50  -3.18
C  0.65  4.20  -3.46
C  1.61  4.26  -2.47
C  1.53  3.54  -1.27
C  0.45  2.65  -1.16
O  0.46  1.63  -0.26
C  2.55  3.85  -0.17
C  2.17  3.32  1.21
C  2.63  5.38  -0.02
C  3.95  3.34  -0.56
C  0.78  4.92  -4.80
C  2.14  5.58  -4.97
C  -0.31  6.00  -4.90
C  0.58  3.90  -5.94
H  -3.76  -2.88  1.27
H  -2.50  -1.89  2.05
H  -2.04  -3.20  0.96
H  -3.30  -1.44  -2.03
H  -2.37  -2.85  -1.54
H  -4.09  -2.71  -1.09
H  -3.68  -0.17  1.36
H  -4.76  -0.80  0.12
H  -4.29  1.58  -0.19
H  -3.80  0.62  -1.58
H  -2.76  3.16  0.49
H  -1.06  2.76  0.60
H  -3.90  3.02  2.18
H  -3.13  0.37  5.38
H  -2.76  -1.69  5.61
H  -1.27  -2.62  5.71
H  -2.15  -2.52  4.18
H  -1.48  0.40  6.52
H  -0.01  0.91  5.70
H  -0.04  -0.61  6.61
H  0.06  -1.85  3.21
H  0.85  -1.76  4.80
H  0.86  -0.36  3.72
H  -6.06  2.67  2.76
H  -7.07  2.52  4.20
H  -6.35  1.08  3.46
H  -4.54  4.34  3.99
H  -3.87  3.92  5.56
H  -5.61  4.21  5.39
H  -5.39  0.50  5.77
H  -6.13  1.98  6.38
H  -4.41  1.69  6.63
H  -2.69  3.07  -1.69
H  -2.36  1.62  -2.59
H  -1.35  3.51  -3.87
H  2.48  4.88  -2.62
H  1.18  3.68  1.51
H  2.90  3.68  1.94
H  2.14  2.23  1.28
H  1.63  5.80  0.14
H  3.06  5.87  -0.89
H  3.25  5.63  0.84
H  3.96  2.26  -0.72
H  4.67  3.58  0.22
H  4.28  3.80  -1.49
H  2.30  6.37  -4.24
H  2.21  6.03  -5.97
H  2.95  4.85  -4.88
H  -0.26  6.68  -4.05
H  -1.30  5.56  -4.93
H  -0.17  6.59  -5.81
H  1.37  3.14  -5.92
H  0.61  4.41  -6.90
H  -0.37  3.37  -5.85
C  2.28  -0.05  -0.62
C  2.98  0.05  -1.96
C  2.57  0.84  -3.04
C  3.30  0.87  -4.22
C  4.45  0.11  -4.36
C  4.88  -0.67  -3.30
C  4.15  -0.69  -2.12
H  2.47  0.90  -0.11
H  2.82  -0.80  -0.08
H  1.68  1.45  -2.97
H  2.92  1.46  -5.04
H  4.99  0.12  -5.30
H  5.78  -1.27  -3.40
H  4.50  -1.31  -1.30
C  -1.65  -6.01  -2.39
C  -0.55  -4.99  -2.35
C  0.29  -4.83  -3.44
C  1.25  -3.82  -3.46
C  2.14  -3.60  -4.65
C  1.35  -2.97  -2.36
C  0.52  -3.11  -1.26
C  -0.42  -4.14  -1.26
N  0.68  -2.23  -0.09
C  1.65  -3.00  0.84
C  2.34  -2.11  1.89
C  3.17  -2.94  2.88
C  4.30  -3.60  2.10
C  3.69  -4.50  1.02
C  2.85  -5.59  1.69
C  1.73  -4.93  2.50
C  2.34  -4.03  3.57
C  0.85  -4.10  1.56
C  2.79  -3.71  0.07
H  -1.27  -7.01  -2.59
H  -2.36  -5.76  -3.19
H  -2.20  -6.03  -1.45
H  0.16  -5.45  -4.32
H  1.87  -4.27  -5.47
H  3.19  -3.77  -4.39
H  2.04  -2.58  -5.01
H  2.10  -2.19  -2.38
H  -1.08  -4.27  -0.42
H  1.61  -1.49  2.39
H  3.06  -1.44  1.42
H  3.58  -2.26  3.63
H  4.94  -4.20  2.76
H  4.93  -2.84  1.64
H  4.49  -4.96  0.43
H  3.48  -6.19  2.36
H  2.43  -6.26  0.94
H  1.11  -5.70  2.96
H  2.96  -4.61  4.25
H  1.54  -3.58  4.16
H  0.03  -3.64  2.12
H  0.41  -4.77  0.83
H  2.39  -4.41  -0.66
H  3.37  -2.97  -0.49
Se  0.56  -0.15  -6.24
Sb  -1.51  -0.64  -5.16
Se  -0.56  -0.46  -2.37
Se  -3.17  1.08  -4.93
Se  -2.27  -2.89  -4.92

Here are the Löwdin charges for atoms 1 to 4, given in e: number 1, W, carries 1.498; number 2, C, carries -0.090; number 3, N, carries -0.265; number 4, C, carries -0.133

---

[2]
Below is 7 unconnected molecules or ions with the total composition C59H88BrF3N2O11 at a distorted geometry, with properties calculated with ωB97M-V with the def2-TZVPD basis set.

Results
* SMILES: Nc1cc(CCCCCCCCCCCCn2cccc2)c2c(c1Br)C(=O)c1c(COC(F)(F)F)cc(CCOC=O)cc1C2=O.C1CCOC1.C1CCOC1.C1CCOC1.C1CCOC1.C1CCOC1.C1CCOC1
* HOMO level: -7.23 eV

Atoms and positions in Å:
N  3.49  -5.12  6.13
C  2.49  -4.36  5.33
C  3.03  -3.53  4.15
C  1.98  -2.72  3.29
C  2.59  -1.87  2.07
C  2.77  -2.70  0.71
C  1.62  -3.80  0.43
C  1.35  -4.04  -1.15
C  -0.20  -4.00  -1.57
C  -0.95  -2.61  -1.26
C  -1.83  -2.01  -2.47
C  -1.07  -0.66  -2.97
C  -1.60  0.68  -2.28
C  -0.42  1.74  -1.91
C  0.46  2.18  -3.18
C  -0.02  3.55  -3.88
N  1.05  4.56  -4.09
C  2.50  4.48  -4.04
C  3.17  5.86  -4.37
C  1.97  6.86  -4.65
C  0.71  5.94  -4.46
C  0.44  -2.79  3.62
C  -0.15  -3.68  4.80
C  0.94  -4.44  5.65
Br  0.47  -5.57  7.22
C  -1.74  -3.79  5.09
O  -2.27  -4.76  5.68
C  -2.67  -2.61  4.55
C  -4.09  -2.22  5.07
C  -4.78  -2.99  6.29
O  -5.40  -4.25  5.89
C  -6.02  -4.91  6.98
F  -6.77  -5.99  6.42
F  -6.89  -4.09  7.75
F  -5.06  -5.43  7.90
C  -4.94  -1.06  4.43
C  -4.39  -0.24  3.24
C  -5.14  0.94  2.46
C  -5.44  2.25  3.33
O  -5.91  1.96  4.68
C  -5.06  2.75  5.54
O  -4.41  2.15  6.41
C  -2.94  -0.59  2.75
C  -2.08  -1.74  3.38
C  -0.61  -1.97  2.76
O  -0.40  -1.43  1.64
H  3.53  -4.77  7.09
H  4.40  -5.10  5.66
H  4.16  -3.48  3.88
H  2.03  -0.88  1.91
H  3.66  -1.56  2.41
H  3.77  -3.28  0.79
H  2.89  -2.03  -0.23
H  2.04  -4.80  0.83
H  0.65  -3.62  1.00
H  1.74  -5.10  -1.42
H  1.95  -3.30  -1.77
H  -0.82  -4.83  -1.06
H  -0.30  -4.20  -2.70
H  -1.61  -2.79  -0.33
H  -0.15  -1.84  -0.92
H  -2.82  -1.63  -1.99
H  -2.05  -2.75  -3.31
H  -1.27  -0.56  -4.11
H  0.07  -0.72  -2.75
H  -2.22  0.52  -1.33
H  -2.28  1.26  -3.02
H  0.30  1.29  -1.12
H  -0.86  2.71  -1.46
H  0.45  1.36  -3.99
H  1.56  2.24  -2.82
H  -0.88  4.07  -3.33
H  -0.42  3.28  -4.94
H  3.07  3.53  -3.78
H  4.27  6.12  -4.43
H  1.98  7.96  -4.92
H  -0.39  6.23  -4.59
H  -5.56  -2.25  6.73
H  -3.99  -3.13  7.11
H  -5.99  -0.78  4.81
H  -6.16  0.51  2.12
H  -4.57  1.16  1.48
H  -6.28  2.82  2.79
H  -4.51  2.93  3.29
H  -5.03  3.87  5.32
H  -2.46  -0.02  1.88
C  7.48  3.63  -7.05
C  8.04  5.03  -7.02
C  6.85  5.85  -7.45
O  5.68  5.16  -7.00
C  6.06  3.85  -6.57
H  8.03  2.92  -6.42
H  7.48  3.25  -8.07
H  8.33  5.29  -5.99
H  8.91  5.17  -7.66
H  6.79  5.93  -8.54
H  6.86  6.86  -7.03
H  5.99  3.82  -5.48
H  5.36  3.11  -6.98
C  -4.19  -3.37  11.42
C  -3.54  -4.07  10.24
C  -2.13  -4.27  10.74
O  -2.20  -4.41  12.17
C  -3.52  -4.04  12.60
H  -5.28  -3.46  11.43
H  -3.94  -2.30  11.40
H  -4.02  -5.04  10.08
H  -3.59  -3.50  9.31
H  -1.51  -3.39  10.53
H  -1.66  -5.15  10.30
H  -4.05  -4.96  12.89
H  -3.45  -3.39  13.47
C  9.54  -0.42  -3.76
C  9.50  0.78  -2.84
C  8.24  1.48  -3.30
O  7.35  0.46  -3.78
C  8.07  -0.77  -3.90
H  10.14  -1.25  -3.38
H  9.95  -0.13  -4.74
H  9.39  0.45  -1.81
H  10.39  1.41  -2.91
H  8.44  2.16  -4.14
H  7.76  2.05  -2.50
H  7.74  -1.43  -3.09
H  7.84  -1.24  -4.85
C  4.29  9.46  -1.26
C  4.38  10.67  -2.16
C  3.69  10.18  -3.42
O  2.71  9.22  -3.01
C  2.94  8.89  -1.63
H  4.38  9.69  -0.20
H  5.09  8.75  -1.52
H  3.80  11.50  -1.72
H  5.40  11.02  -2.34
H  4.40  9.68  -4.09
H  3.20  10.99  -3.97
H  2.14  9.34  -1.04
H  2.90  7.80  -1.50
C  -9.90  0.52  0.18
C  -9.26  -0.17  -1.01
C  -7.84  -0.37  -0.53
O  -7.90  -0.52  0.90
C  -9.21  -0.16  1.34
H  -10.99  0.42  0.21
H  -9.65  1.59  0.17
H  -9.74  -1.14  -1.18
H  -9.32  0.41  -1.94
H  -7.22  0.51  -0.74
H  -7.37  -1.24  -0.98
H  -9.74  -1.08  1.63
H  -9.14  0.48  2.22
C  -0.69  -6.40  -6.35
C  -1.79  -5.89  -7.25
C  -2.14  -4.57  -6.60
O  -0.94  -4.07  -5.99
C  0.03  -5.12  -5.98
H  -0.04  -7.14  -6.82
H  -1.12  -6.85  -5.45
H  -1.40  -5.72  -8.26
H  -2.64  -6.57  -7.33
H  -2.89  -4.70  -5.81
H  -2.52  -3.83  -7.32
H  0.80  -4.87  -6.73
H  0.51  -5.17  -5.00

Here are the Löwdin charges for atoms 1 to 4, given in e: number 1, N, carries 0.018; number 2, C, carries -0.246; number 3, C, carries 0.040; number 4, C, carries -0.078

---

[3]
Below is a molecular structure, C5ClN3O24Zr3 at a distorted geometry, with properties calculated with ωB97M-V with the def2-TZVPD basis set.

Results
* net charge: -2
* HOMO level: -3.85 eV

Atoms and positions in Å:
Zr  2.33  -0.24  1.16
Zr  -1.38  2.22  2.35
Zr  0.07  -1.12  -3.05
C  1.64  3.14  1.69
O  0.53  3.09  2.50
O  2.33  4.13  1.88
O  2.00  1.99  1.20
C  0.41  -0.33  3.79
O  -0.08  -1.10  4.62
O  1.48  -0.41  3.09
O  -0.45  0.62  3.37
C  -2.83  -2.25  -4.08
O  -4.03  -2.25  -3.93
O  -1.95  -1.45  -3.41
O  -2.20  -2.96  -4.98
C  -0.68  0.11  0.02
O  -0.46  -0.11  -1.23
O  -1.19  1.13  0.54
O  0.29  -0.39  0.74
C  3.05  -0.74  -1.99
O  4.10  -1.36  -1.93
O  2.16  -0.86  -2.99
O  2.59  -0.09  -0.96
Cl  -2.42  3.81  0.79
N  2.36  -3.51  1.90
O  2.05  -4.56  1.34
O  2.54  -3.46  3.12
O  2.23  -2.38  1.28
N  -4.38  0.37  2.66
O  -3.21  0.95  2.47
O  -5.22  0.80  3.45
O  -4.53  -0.61  1.98
N  0.71  2.01  -4.32
O  1.89  1.71  -4.67
O  0.12  1.11  -3.64
O  0.15  3.00  -4.74

Here are the Löwdin charges for atoms 1 to 4, given in e: number 1, Zr, carries 2.143; number 2, Zr, carries 1.742; number 3, Zr, carries 2.210; number 4, C, carries -0.769

---

[4]
Below is C5H10 in the gas phase at a distorted geometry, with properties calculated with ωB97M-V with the def2-TZVPD basis set.

Results
* relative energy (zero: lowest compared OMol25 entry of this formula, charge and spin): 95.4 kJ/mol
* SMILES: C=C(C)CC
* HOMO level: -9.19 eV

Atoms and positions in Å:
C  0.24  -1.85  -0.57
C  -0.69  -0.69  -0.21
C  0.08  0.55  0.27
C  0.74  0.52  1.43
C  -0.18  1.84  -0.43
H  1.12  -1.58  -1.15
H  0.45  -2.45  0.32
H  -0.27  -2.54  -1.26
H  -1.37  -0.40  -1.01
H  -1.34  -1.04  0.59
H  1.25  1.36  1.87
H  0.70  -0.37  2.04
H  0.45  2.59  0.04
H  0.07  1.97  -1.49
H  -1.24  2.10  -0.46

Here are the Löwdin charges for atoms 1 to 4, given in e: number 1, C, carries -0.111; number 2, C, carries -0.229; number 3, C, carries -0.378; number 4, C, carries 0.033

---

[5]
Below is C5H10 in the gas phase at a distorted geometry, with properties calculated with ωB97M-V with the def2-TZVPD basis set.

Results
* relative energy (zero: lowest compared OMol25 entry of this formula, charge and spin): 196.2 kJ/mol
* SMILES: C=CCCC
* HOMO level: -9.52 eV

Atoms and positions in Å:
C  -1.25  -1.86  0.79
C  -0.87  -0.60  -0.17
C  0.60  -0.15  0.00
C  0.68  1.39  -0.34
C  1.64  2.23  -0.76
H  -2.10  -2.40  0.32
H  -1.73  -1.65  1.75
H  -0.34  -2.45  0.68
H  -1.54  0.29  -0.19
H  -1.09  -0.93  -1.16
H  0.90  -0.25  1.09
H  1.37  -0.71  -0.54
H  -0.37  1.79  -0.17
H  2.68  2.02  -0.50
H  1.42  3.29  -0.81

Here are the Löwdin charges for atoms 1 to 4, given in e: number 1, C, carries -0.085; number 2, C, carries -0.250; number 3, C, carries -0.210; number 4, C, carries -0.179

---

no.,gap between HOMO and LUMO (hartree),energy (a.u.)
1,0.230,-12527.1851
2,0.215,-6111.0172
3,0.202,-2762.1388
4,0.378,-196.4721
5,0.395,-196.4337